1.
{
  "formula": "C45H60BN2",
  "method": "ωB97M-V with the def2-TZVPD basis set",
  "elements": ["C", "C", "C", "C", "C", "C", "C", "C", "C", "C", "C", "C", "C", "C", "N", "C", "B", "H", "N", "C", "C", "C", "C", "C", "C", "C", "C", "C", "C", "C", "C", "C", "C", "C", "C", "H", "H", "H", "H", "H", "H", "H", "H", "H", "H", "H", "H", "H", "H", "H", "H", "H", "H", "H", "H", "H", "H", "H", "H", "H", "H", "H", "H", "H", "H", "H", "H", "H", "H", "H", "H", "H", "H", "H", "H", "H", "H", "H", "H", "H", "H", "C", "C", "C", "C", "C", "C", "C", "C", "C", "C", "C", "C", "C", "C", "H", "H", "H", "H", "H", "H", "H", "H", "H", "H", "H", "H", "H"],
  "xyz": [[-1.83, -4.56, 1.24], [-1.30, -4.68, 2.66], [-2.45, -5.31, 3.47], [-0.17, -5.71, 2.70], [-0.86, -3.30, 3.31], [-1.50, -2.96, 4.51], [-0.89, -2.13, 5.44], [0.38, -1.65, 5.19], [0.98, -1.85, 3.94], [2.48, -1.45, 3.94], [3.20, -1.70, 2.63], [3.22, -2.28, 5.01], [2.58, 0.04, 4.27], [0.22, -2.42, 2.89], [0.49, -2.12, 1.50], [0.30, -0.97, 0.75], [0.17, 0.59, 0.98], [-0.08, 1.44, -0.12], [0.56, -1.31, -0.56], [0.35, -0.46, -1.70], [1.48, 0.10, -2.36], [2.97, -0.33, -2.13], [3.93, 0.76, -2.60], [3.24, -1.59, -2.95], [3.34, -0.58, -0.67], [1.22, 1.08, -3.34], [-0.07, 1.50, -3.62], [-1.15, 0.86, -3.03], [-0.97, -0.18, -2.12], [-2.27, -0.84, -1.58], [-2.80, 0.00, -0.41], [-2.11, -2.28, -1.15], [-3.36, -0.86, -2.67], [0.95, -2.63, -0.62], [0.95, -3.12, 0.63], [-1.04, -4.42, 0.51], [-2.35, -5.50, 0.98], [-2.55, -3.74, 1.17], [-2.14, -5.51, 4.50], [-3.34, -4.67, 3.48], [-2.73, -6.27, 3.03], [0.08, -5.96, 3.74], [-0.51, -6.62, 2.19], [0.74, -5.37, 2.21], [-2.45, -3.40, 4.79], [-1.36, -1.94, 6.41], [0.93, -1.13, 5.98], [2.75, -1.13, 1.82], [4.25, -1.37, 2.74], [3.22, -2.77, 2.36], [2.81, -2.11, 6.02], [3.15, -3.35, 4.79], [4.28, -2.00, 5.03], [2.28, 0.24, 5.31], [3.62, 0.38, 4.16], [1.95, 0.63, 3.60], [-0.69, 0.77, 1.84], [1.25, 1.03, 1.41], [3.71, 1.73, -2.14], [4.96, 0.49, -2.31], [3.93, 0.86, -3.70], [2.62, -2.43, -2.61], [3.02, -1.42, -4.01], [4.29, -1.89, -2.85], [3.00, -1.55, -0.31], [4.44, -0.61, -0.59], [2.98, 0.22, -0.01], [2.04, 1.55, -3.87], [-0.25, 2.32, -4.31], [-2.17, 1.17, -3.28], [-3.00, 1.03, -0.73], [-3.71, -0.45, -0.01], [-2.06, 0.03, 0.39], [-1.68, -2.91, -1.94], [-1.49, -2.35, -0.25], [-3.09, -2.69, -0.87], [-2.98, -1.30, -3.60], [-4.20, -1.48, -2.32], [-3.76, 0.14, -2.87], [1.14, -3.13, -1.55], [1.25, -4.08, 0.99], [-5.08, 6.51, -2.14], [-4.03, 5.52, -1.71], [-3.39, 5.64, -0.47], [-2.30, 4.84, -0.15], [-1.72, 3.99, -1.13], [-0.33, 3.58, -1.03], [0.59, 4.13, -1.97], [2.01, 3.94, -1.84], [2.87, 4.34, -2.85], [2.39, 4.94, -4.03], [1.03, 5.19, -4.16], [0.16, 4.88, -3.12], [-2.47, 3.78, -2.32], [-3.60, 4.54, -2.61], [-5.79, 6.05, -2.84], [-5.62, 6.91, -1.27], [-4.59, 7.36, -2.63], [-3.74, 6.41, 0.23], [-1.77, 4.94, 0.80], [0.07, 3.16, -0.12], [2.37, 3.50, -0.92], [3.95, 4.20, -2.73], [3.09, 5.17, -4.85], [0.63, 5.63, -5.07], [-0.87, 5.22, -3.20], [-2.08, 3.09, -3.07], [-4.12, 4.41, -3.56]],
  "molar_mass_g_mol": 639.801,
  "charge": 1,
  "e_lumo_ev": -5.16,
  "gap_ha": 0.2002
}

=====

2.
{
  "formula": "C45H61BMoN10OPS3",
  "method": "ωB97M-V with the def2-TZVPD basis set",
  "elements": ["Mo", "C", "C", "C", "C", "N", "C", "C", "N", "B", "N", "C", "C", "N", "C", "S", "C", "C", "C", "C", "N", "C", "C", "N", "C", "S", "C", "C", "C", "C", "C", "S", "H", "H", "H", "H", "H", "H", "H", "H", "H", "H", "H", "H", "H", "H", "H", "H", "H", "H", "H", "H", "H", "H", "H", "H", "H", "H", "H", "H", "H", "H", "H", "H", "H", "H", "N", "C", "C", "C", "C", "C", "C", "P", "C", "C", "C", "C", "C", "C", "C", "C", "C", "C", "C", "C", "H", "H", "H", "H", "H", "H", "H", "H", "H", "H", "H", "H", "H", "H", "H", "H", "C", "C", "O", "H", "H", "H", "H", "H", "H", "N", "C", "C", "N", "C", "C", "N", "H", "H", "H", "H", "H"],
  "xyz": [[-0.64, -0.80, 0.09], [-0.53, 4.28, 4.91], [-1.01, 3.43, 3.74], [-2.00, 2.40, 4.26], [-1.61, 4.33, 2.66], [0.20, 2.72, 3.13], [1.52, 2.97, 3.48], [2.31, 2.25, 2.65], [1.47, 1.59, 1.77], [1.85, 0.67, 0.62], [2.06, 1.40, -0.69], [2.88, 2.51, -0.92], [3.00, 2.64, -2.25], [2.26, 1.62, -2.85], [1.67, 0.91, -1.88], [0.51, -0.38, -2.06], [2.23, 1.50, -4.38], [1.39, 2.65, -4.92], [3.68, 1.59, -4.85], [1.65, 0.17, -4.83], [2.92, -0.34, 0.93], [4.30, -0.15, 0.88], [4.86, -1.27, 1.35], [3.85, -2.16, 1.68], [2.67, -1.59, 1.37], [1.06, -2.24, 1.51], [4.20, -3.54, 2.25], [3.01, -4.20, 2.93], [4.71, -4.39, 1.10], [5.29, -3.31, 3.30], [0.20, 1.86, 2.10], [-1.21, 1.29, 1.23], [-1.41, 4.70, 5.40], [0.10, 5.12, 4.59], [0.01, 3.69, 5.66], [-2.86, 2.94, 4.66], [-1.57, 1.82, 5.07], [-2.37, 1.73, 3.49], [-2.46, 4.87, 3.08], [-1.96, 3.75, 1.80], [-0.88, 5.06, 2.31], [1.79, 3.63, 4.28], [3.38, 2.16, 2.62], [0.86, -0.01, 0.46], [3.29, 3.10, -0.12], [3.55, 3.36, -2.83], [1.80, 3.62, -4.63], [0.37, 2.58, -4.56], [1.39, 2.61, -6.01], [4.11, 2.59, -4.71], [3.72, 1.38, -5.92], [4.31, 0.86, -4.34], [0.58, 0.10, -4.64], [2.16, -0.68, -4.39], [1.79, 0.12, -5.91], [4.76, 0.76, 0.52], [5.90, -1.51, 1.48], [2.23, -4.50, 2.22], [2.57, -3.57, 3.70], [3.38, -5.11, 3.41], [3.92, -4.57, 0.37], [5.05, -5.35, 1.49], [5.55, -3.92, 0.59], [4.98, -2.57, 4.04], [6.24, -3.01, 2.87], [5.46, -4.26, 3.82], [-2.16, -2.21, -0.78], [-2.44, -2.01, -2.21], [-2.55, -3.08, -3.07], [-2.82, -2.83, -4.41], [-2.97, -1.52, -4.86], [-2.86, -0.46, -3.97], [-2.59, -0.70, -2.63], [-2.40, 0.50, -1.30], [-2.12, 2.16, -1.97], [-3.12, 2.68, -2.79], [-3.02, 3.97, -3.28], [-1.94, 4.77, -2.92], [-0.96, 4.27, -2.07], [-1.05, 2.96, -1.60], [-4.03, 0.59, -0.50], [-4.92, -0.49, -0.61], [-6.14, -0.46, 0.05], [-6.48, 0.64, 0.82], [-5.61, 1.72, 0.91], [-4.39, 1.70, 0.25], [-3.02, -2.15, -0.24], [-1.74, -3.14, -0.66], [-2.44, -4.10, -2.71], [-2.91, -3.65, -5.11], [-3.18, -1.33, -5.90], [-2.97, 0.56, -4.34], [-4.00, 2.09, -3.03], [-3.80, 4.37, -3.92], [-1.87, 5.79, -3.29], [-0.13, 4.90, -1.77], [-0.30, 2.60, -0.91], [-4.70, -1.32, -1.27], [-6.83, -1.29, -0.06], [-7.44, 0.67, 1.32], [-5.90, 2.60, 1.48], [-3.74, 2.56, 0.31], [2.41, -3.71, -2.02], [1.19, -4.34, -1.41], [0.07, -3.42, -1.42], [2.70, -2.80, -1.49], [2.25, -3.46, -3.07], [3.25, -4.42, -1.98], [1.34, -4.60, -0.37], [0.89, -5.24, -1.95], [-0.06, -3.16, -2.35], [-1.35, -1.36, 5.63], [-1.73, -1.86, 4.43], [-1.37, -1.24, 3.23], [-1.70, -1.75, 2.05], [-2.42, -2.89, 2.07], [-2.80, -3.47, 3.26], [-2.46, -2.98, 4.44], [-0.73, -0.58, 5.71], [-1.61, -1.86, 6.46], [-0.76, -0.35, 3.25], [-2.70, -3.37, 1.15], [-3.38, -4.39, 3.25]],
  "molar_mass_g_mol": 991.979,
  "multiplicity": 3,
  "charge": 3,
  "e_above_lowest_kj_mol": 63.8,
  "e_lumo_ev": [-8.31, -8.67],
  "gap_ha": [0.2525, 0.2393]
}

=====

| no. | F_max (hartree/bohr) |
| --- | --- |
| 1 | 0.05341 |
| 2 | 0.01292 |